No. 1
The following is a DFT calculation (ωB97M-V/def2-TZVPD) of a structure of composition C22H23BrN4O5S2Sr in a non-equilibrium geometry.

Total energy in hartree: -4848.724133
Multiplicity: 1
Orbital gap in eV: 4.837
LUMO level in eV: 3.9242
Total charge: -2
Strongest force on any atom in eV/A: 1.3

Structure (XYZ):
```
58
C22H23BrN4O5S2Sr ωB97M-V/def2-TZVPD
Sr 1.459 -1.205 2.092
N -0.684 -2.877 1.565
C -1.308 -2.633 0.266
C -0.257 -2.182 -0.761
O -0.278 -2.662 -1.904
N 0.567 -1.237 -0.290
C 1.618 -0.819 -1.216
C 2.703 0.061 -0.553
O 3.232 0.930 -1.246
O 2.972 -0.222 0.663
H -0.101 -3.707 1.536
H -1.326 -3.021 2.333
H -2.023 -1.814 0.388
H -1.843 -3.490 -0.152
H 1.224 -0.267 -2.078
H 2.126 -1.696 -1.636
C 1.725 -3.373 6.957
C 1.714 -2.428 5.766
S 1.570 -3.290 4.216
C 1.802 -1.096 5.946
C 1.924 -0.509 7.331
S 1.800 0.164 4.695
H 1.526 -4.386 6.615
H 0.967 -3.118 7.706
H 2.697 -3.382 7.466
H 2.083 -1.259 8.109
H 1.024 0.062 7.588
H 2.751 0.205 7.370
C 0.260 2.402 2.440
O -0.140 1.708 1.256
C -0.219 2.447 0.123
C 0.154 3.774 0.021
C -0.012 4.423 -1.201
Br 0.491 6.261 -1.313
C -0.505 3.793 -2.311
C -0.863 2.441 -2.213
C -0.754 1.772 -1.001
O -1.196 0.514 -0.858
C -1.305 1.749 -3.432
N -1.634 2.356 -4.552
C -1.901 1.331 -5.440
C -2.302 1.378 -6.776
C -2.499 0.183 -7.440
C -2.301 -1.052 -6.798
C -1.905 -1.122 -5.476
C -1.714 0.089 -4.816
N -1.341 0.387 -3.531
H -0.420 3.237 2.627
H 1.285 2.767 2.342
H 0.229 1.680 3.254
H 0.568 4.298 0.868
H -0.603 4.299 -3.259
H -0.470 -0.111 -0.439
H -2.446 2.331 -7.271
H -2.807 0.190 -8.479
H -2.456 -1.968 -7.356
H -1.733 -2.066 -4.974
H -1.125 -0.236 -2.764
```

***

No. 2
The following is a DFT calculation (ωB97M-V/def2-TZVPD) of a cluster of 2 separate species, C2H8OS2 in total in a non-equilibrium geometry.

Total energy in hartree: -952.559538
Multiplicity: 1
Orbital gap in eV: 8.777
LUMO level in eV: 0.4308
Total charge: 0
Strongest force on any atom in eV/A: 2.6
SMILES string: CCO.SS

Structure (XYZ):
```
13
C2H8OS2 ωB97M-V/def2-TZVPD
C 3.211 2.733 4.781
C 3.610 1.324 4.343
O 3.007 0.945 3.103
H 3.977 3.486 4.635
H 2.338 3.076 4.182
H 2.844 2.707 5.808
H 3.305 0.514 5.029
H 4.700 1.213 4.248
H 3.591 0.507 2.487
S -2.778 -1.887 -2.349
S -2.401 -0.586 -3.841
H -1.598 -2.531 -2.580
H -1.253 -0.978 -4.364
```

***

No. 3
The following is a DFT calculation (ωB97M-V/def2-TZVPD) of a cluster of 2 separate species, C2H5NOS in total in a non-equilibrium geometry.

Total energy in hartree: -607.261595
Multiplicity: 1
Orbital gap in eV: 8.321
LUMO level in eV: -0.7519
Total charge: 0
Strongest force on any atom in eV/A: 4.9

Structure (XYZ):
```
10
C2H5NOS ωB97M-V/def2-TZVPD
C -0.286 0.740 0.193
C -0.349 0.208 -1.164
N 0.796 -0.586 1.308
O 0.545 -0.830 -1.325
S -1.086 1.922 0.980
H -1.395 -0.377 -1.181
H -0.238 0.947 -1.891
H 1.453 0.002 1.741
H -0.024 -0.618 1.857
H 0.584 -1.407 -0.517
```

***

No. 4
The following is a DFT calculation (ωB97M-V/def2-TZVPD) of a structure of composition C12H25N5O6P2RuS in a non-equilibrium geometry.

Total energy in hartree: -2372.902058
Expectation value of S²: 6.0212
Multiplicity: 5
Orbital gap (spin up / spin down) in eV: 8.202 / 6.396
LUMO level (spin up / spin down) in eV: -7.0197 / -8.7309
Total charge: +2
Strongest force on any atom in eV/A: 3.0

Structure (XYZ):
```
52
C12H25N5O6P2RuS ωB97M-V/def2-TZVPD
Ru 0.013 -0.178 -0.298
N 4.337 0.758 1.981
C 3.414 -0.380 1.498
C 4.061 -1.696 1.911
P 1.676 -0.091 2.252
O 1.948 -0.772 3.693
O 1.328 1.363 2.320
O 0.678 -0.939 1.453
P 3.321 -0.016 -0.359
O 3.382 -1.495 -0.889
O 4.413 0.880 -0.720
O 1.941 0.455 -0.723
H 3.762 1.566 2.091
H 5.028 0.956 1.232
H 4.755 0.595 2.886
H 4.269 -1.624 2.971
H 4.993 -1.834 1.345
H 3.448 -2.586 1.831
H 1.280 -0.539 4.318
H 4.244 -1.654 -1.338
S -0.681 -0.075 -2.433
C -0.338 -1.846 -2.338
C -0.358 -2.828 -3.312
C 0.183 -4.065 -2.979
C 0.527 -4.357 -1.627
C 0.490 -3.343 -0.708
N 0.051 -2.089 -1.072
H -0.679 -2.612 -4.281
H 0.117 -4.841 -3.754
H 0.938 -5.307 -1.406
H 0.791 -3.449 0.304
C -4.041 1.235 -1.694
N -3.266 0.850 -0.481
C -3.283 -0.570 -0.120
C -2.366 1.760 0.019
N -1.150 1.309 0.365
N -2.724 3.044 0.219
C -4.086 3.492 0.230
C -1.673 4.029 0.504
H -3.839 0.586 -2.570
H -3.822 2.272 -2.010
H -5.127 1.193 -1.441
H -4.304 -0.909 -0.135
H -2.741 -0.654 0.822
H -2.698 -1.148 -0.957
H -0.629 1.897 0.978
H -4.699 2.594 0.256
H -4.324 4.095 -0.655
H -4.327 4.056 1.139
H -1.097 4.254 -0.378
H -0.967 3.702 1.237
H -2.167 4.951 0.828
```

***

No. 5
The following is a DFT calculation (ωB97M-V/def2-TZVPD) of an isolated molecule of C6H6O.

Total energy in hartree: -307.317853
Multiplicity: 1
Orbital gap in eV: 10.977
LUMO level in eV: 0.9138
Total charge: 0
Strongest force on any atom in eV/A: 0.5
SMILES string: C#CC[C@H](O)C#C

Structure (XYZ):
```
13
C6H6O ωB97M-V/def2-TZVPD
C -1.216 1.581 -1.510
C -1.017 0.492 -1.035
C -0.748 -0.850 -0.515
C 0.380 -0.966 0.555
O -0.150 -1.140 1.856
C 1.322 0.164 0.513
C 2.035 1.134 0.524
H -1.377 2.546 -1.936
H -1.647 -1.261 -0.043
H -0.510 -1.502 -1.362
H 0.926 -1.893 0.353
H -0.442 -0.275 2.172
H 2.656 2.003 0.515
```

***

No. 6
The following is a DFT calculation (ωB97M-V/def2-TZVPD) of a structure of composition C13H27N2O2SSi in a non-equilibrium geometry.

Total energy in hartree: -1459.118047
Multiplicity: 1
Orbital gap in eV: 3.042
LUMO level in eV: 2.0360
Total charge: -1
Strongest force on any atom in eV/A: 2.1

Structure (XYZ):
```
46
C13H27N2O2SSi ωB97M-V/def2-TZVPD
C 3.476 -0.986 -0.857
C 2.679 0.115 -1.647
O 1.492 -0.299 -2.306
C 1.558 -1.559 -2.960
Si 2.753 -1.722 -4.439
N 3.916 -0.369 -4.652
C 5.003 -0.816 -4.405
S 6.374 -1.473 -3.862
H 3.949 -0.527 0.049
H 2.859 -1.863 -0.566
H 4.326 -1.320 -1.512
H 3.407 0.673 -2.301
H 2.362 0.878 -0.885
H 0.530 -1.731 -3.389
H 1.704 -2.438 -2.269
H 1.953 -1.779 -5.684
H 3.489 -2.986 -4.317
C -1.534 1.688 -0.515
C -1.980 0.459 0.304
C -0.739 -0.344 0.737
C 0.116 0.313 1.816
C -0.680 1.240 2.736
C -2.192 0.946 2.797
N -2.728 1.006 1.445
O -4.106 0.777 1.391
C -2.819 2.079 3.623
C -2.434 -0.381 3.543
C -2.769 -0.458 -0.640
H -2.399 2.254 -0.866
H -0.950 1.392 -1.399
H -0.914 2.366 0.075
H -1.057 -1.326 1.104
H -0.106 -0.558 -0.134
H 0.602 -0.472 2.407
H 0.931 0.882 1.353
H -0.241 1.209 3.740
H -0.535 2.269 2.391
H -2.714 3.038 3.109
H -2.325 2.170 4.600
H -3.881 1.908 3.809
H -2.010 -0.337 4.555
H -1.981 -1.240 3.042
H -3.501 -0.587 3.653
H -2.141 -0.769 -1.484
H -3.641 0.043 -1.062
H -3.104 -1.364 -0.129
```

***

Question: Among the records above, which one has the lowest strongest force on any atom?
Answer: C6H6O